C8H8IN | ωB97M-V/def2-TZVPD

Values from the calculation:
relative energy (zero: lowest compared OMol25 entry of this formula, charge and spin) = 1.257 eV
HOMO-LUMO gap = 7.024 eV
multiplicity = 1
HOMO = -0.2636 Ha

Each line ends with the natural charge from an NBO analysis.
Cartesian coordinates (Å):
1 C -1.263 -0.472 0.906  -0.22
2 C -0.586 -1.635 0.469  -0.28
3 C -1.070 0.730 0.315  -0.18
4 C 0.343 -1.545 -0.534  -0.19
5 C 0.872 1.969 -0.096  0.20
6 C -0.059 0.928 -0.761  -0.38
7 C 0.699 -0.313 -1.082  -0.18
8 C 2.327 0.326 0.466  -0.16
9 N 1.959 1.612 0.412  -0.44
10 I 4.338 -0.131 0.025  0.13
11 H -1.996 -0.562 1.696  0.22
12 H -0.824 -2.589 0.915  0.21
13 H -1.647 1.596 0.612  0.21
14 H 0.845 -2.430 -0.894  0.22
15 H 0.544 2.993 -0.018  0.20
16 H -0.484 1.410 -1.650  0.22
17 H 1.321 -0.281 -1.964  0.22
18 H 1.960 -0.250 1.300  0.21